# 1
The following is a DFT calculation (wB97M-V/def2-TZVPD) of a molecular structure, C61H78Ge2N9NaO3PS4.

Computed properties:
net charge: -1
LUMO level: 1.39 eV
energy relative to the best compared isomer or geometry (same formula, charge and spin): 0.0 kJ/mol
HOMO-LUMO gap: 0.2110 hartree
total energy: -9340.279958 Eh

Geometry (Å):
Na 0.579111 1.138786 -2.107271
C 4.387221 3.938360 -2.165631
C 2.942275 3.576795 -2.352688
N 2.217118 3.059626 -1.435770
O 2.872062 2.823739 -0.239312
C 2.283061 3.899276 -3.651043
C 3.000187 4.727881 -4.674775
N 1.067527 3.502253 -3.783590
O 0.345723 3.910334 -4.818207
H 4.744830 3.595199 -1.200260
H 4.519803 5.020753 -2.231242
H 4.991168 3.486440 -2.953776
H 2.190857 2.343869 0.271203
H 3.316611 5.696330 -4.276047
H 2.321725 4.895347 -5.508090
H 3.894601 4.215510 -5.038938
C -5.949113 -1.703152 -1.002029
C -5.225039 -1.187733 0.213089
C -4.743322 -2.062700 1.178109
C -4.005719 -1.610485 2.264948
C -3.474535 -2.559337 3.295484
C -3.744612 -0.247698 2.386271
C -4.279422 0.655851 1.468320
C -4.103293 2.133926 1.686595
C -5.004573 0.173176 0.384998
C -2.953638 0.288222 3.532522
C -3.673464 0.609054 4.682692
C -3.058811 1.218163 5.760667
C -1.713532 1.529484 5.674633
C -0.971214 1.209330 4.540745
C -1.574526 0.545537 3.450929
Ge -0.487391 0.188796 1.793737
S -0.307631 2.038871 0.688113
S 1.424191 -0.867703 2.355609
Ge 1.135119 -1.931627 0.362538
S 2.225448 -0.846473 -1.095674
S -1.131855 -1.527650 0.456343
C 1.584460 -3.905826 0.371511
C 1.991357 -4.573979 -0.815976
C 2.404991 -5.906977 -0.771835
C 2.446165 -6.621371 0.406876
C 2.034283 -5.996341 1.561272
C 1.596801 -4.670717 1.553264
C 1.108464 -4.239320 2.898701
C 1.990564 -3.746835 3.859388
C 3.414546 -3.399472 3.516375
C 1.529760 -3.550033 5.156918
C 0.217721 -3.817524 5.515085
C -0.282440 -3.540435 6.907867
C -0.640352 -4.320867 4.544513
C -0.212681 -4.548405 3.242831
C -1.151047 -5.129622 2.217721
C 2.020935 -4.051638 -2.219938
C 3.254773 -3.752495 -2.807115
C 4.514932 -3.699578 -1.986549
C 3.297934 -3.395795 -4.145705
C 2.148433 -3.334536 -4.922197
C 2.212249 -2.874059 -6.353639
C 0.938967 -3.661585 -4.327250
C 0.854465 -4.016728 -2.985258
C -0.490675 -4.329898 -2.384568
C 0.465531 1.629651 4.536052
C 0.843005 2.856410 3.987147
C -0.172909 3.868564 3.525865
C 2.196811 3.180591 3.928258
C 3.170674 2.337918 4.437159
C 4.633933 2.665596 4.304825
C 2.764349 1.167132 5.068608
C 1.428705 0.803975 5.131539
C 1.019710 -0.475637 5.803590
H -6.451953 -2.647550 -0.790573
H -5.248185 -1.878883 -1.821971
H -6.695092 -0.987080 -1.350548
H -4.918819 -3.128647 1.068197
H -3.829209 -3.571950 3.111411
H -3.778173 -2.259148 4.301215
H -2.382847 -2.564629 3.278548
H -4.603431 2.445777 2.607488
H -4.525971 2.689858 0.853046
H -3.044531 2.386297 1.793584
H -5.392620 0.878635 -0.344388
H -4.735069 0.386706 4.710406
H -3.626464 1.468867 6.648983
H -1.216015 2.038111 6.493393
H 2.702918 -6.375089 -1.703185
H 2.780986 -7.651768 0.421726
H 2.026731 -6.532911 2.503617
H 3.801978 -4.021203 2.709922
H 4.060683 -3.512764 4.388309
H 3.473525 -2.358966 3.184159
H 2.216517 -3.162470 5.903498
H 0.543603 -3.345226 7.592628
H -0.860740 -4.380811 7.297121
H -0.933771 -2.662630 6.913261
H -1.663340 -4.564517 4.815303
H -2.052605 -5.514258 2.693943
H -0.679927 -5.941886 1.662264
H -1.440359 -4.365099 1.491014
H 4.605769 -4.545467 -1.305256
H 4.498463 -2.788122 -1.380695
H 5.394880 -3.673157 -2.631048
H 4.252006 -3.129069 -4.589915
H 3.192732 -3.075760 -6.787837
H 2.047164 -1.795961 -6.409967
H 1.450417 -3.365162 -6.961714
H 0.029669 -3.627729 -4.919268
H -1.225341 -4.515012 -3.169543
H -0.855429 -3.491269 -1.787816
H -0.449631 -5.202275 -1.729224
H -1.102198 3.399177 3.213262
H 0.214480 4.434343 2.679203
H -0.394394 4.565493 4.342548
H 2.491954 4.112475 3.455632
H 4.778297 3.625674 3.809360
H 5.142140 1.903098 3.711228
H 5.122690 2.705414 5.280991
H 3.510469 0.504464 5.497288
H 1.849453 -0.890847 6.377178
H 0.719765 -1.213975 5.057155
H 0.173259 -0.321971 6.474829
C -2.600779 6.050270 -2.250761
N -1.853538 5.168203 -1.272511
C -2.859644 4.380382 -0.431692
N -3.758365 3.663333 -1.269225
C -4.419791 4.553987 -2.205339
N -3.489778 5.289588 -3.062309
C -2.781354 4.387018 -3.994753
P -1.733157 3.086555 -3.172494
C -0.895573 4.263857 -2.003678
C -3.063643 2.556917 -1.959830
H -1.854496 6.558960 -2.860550
H -3.160994 6.773599 -1.654092
H -1.306123 5.745841 -0.635254
H -3.390037 5.119197 0.174096
H -2.272376 3.703674 0.194623
H -5.018548 5.278137 -1.645235
H -5.082352 3.967465 -2.841231
H -2.122997 4.972598 -4.638929
H -3.530350 3.906847 -4.628400
H -0.212251 4.895558 -2.562311
H -0.325219 3.705033 -1.260272
H -2.621193 1.896875 -1.207547
H -3.807828 1.971127 -2.506537
N -1.554340 0.531787 -8.233648
C -1.044584 0.774080 -6.990548
N -0.626237 2.023701 -6.738300
N -1.075811 -0.229324 -6.146894
C -0.584458 -0.053125 -4.930618
N -0.116028 -0.003224 -3.873721
H -1.276813 1.121440 -8.996977
H -1.709423 -0.439116 -8.442701
H -0.468734 2.660154 -7.499313
H -0.127086 2.269795 -5.877832
C 4.411498 0.510520 -3.231411
O 3.299341 0.210636 -4.056523
H 5.048726 1.198586 -3.790494
H 4.992070 -0.387793 -2.992552
H 4.113654 0.978247 -2.288992
H 2.712808 -0.369029 -3.542549

Atoms 1-2, force components in eV/Å:
Na 0.419 0.268 0.577
C 0.006 -0.035 -0.002

---

# 2
The following is a DFT calculation (wB97M-V/def2-TZVPD) of a molecular structure, C61H81HfN6OP2Si.

Computed properties:
net charge: +3
LUMO level: -8.32 eV
HOMO-LUMO gap: 0.2417 hartree
total energy: -3796.327593 Eh

Geometry (Å):
Hf -0.369748 -0.135266 -0.005412
C -0.515735 -0.719424 3.810432
Si 0.741422 -0.695509 2.388824
C 1.486617 -2.414015 2.171647
C 1.073670 -3.376650 3.102874
C 1.407080 -4.716529 2.959485
C 2.119351 -5.118442 1.839672
C 2.566040 -4.171381 0.925079
C 2.314277 -2.811155 1.101327
P 3.084318 -1.491508 0.064593
C 4.777427 -1.179055 0.842795
C 4.671072 -0.804087 2.320229
C 6.032588 -0.829027 3.040844
C 7.164711 -0.532691 2.069150
C 7.238909 -1.649815 1.019661
C 5.854112 -2.251604 0.678099
C 3.660184 -2.189840 -1.588178
C 4.256890 -3.617681 -1.730075
C 5.341534 -3.677709 -2.814711
C 4.921640 -2.852939 -4.026455
C 4.929778 -1.359875 -3.664522
C 4.623997 -1.130043 -2.173090
C 1.816517 0.680985 3.080809
C 2.461245 0.344971 4.277774
C 3.197157 1.269579 4.992744
C 3.294094 2.569327 4.512142
C 2.669758 2.914089 3.325814
C 1.917012 1.984771 2.595254
P 1.291957 2.384579 0.901553
C 2.927188 2.472039 0.010277
C 2.764837 2.068045 -1.480116
C 3.878647 2.654333 -2.355287
C 5.219647 2.564077 -1.627792
C 5.208140 3.397122 -0.325252
C 3.782311 3.735974 0.143759
C 0.499127 4.079123 0.954924
C 0.991735 5.186189 1.887409
C -0.051517 6.326494 1.903623
C -0.747997 6.535322 0.545507
C 0.162740 6.086994 -0.591218
C 0.398401 4.572146 -0.512931
H 0.028879 -0.773108 4.757884
H -1.228093 -1.545274 3.795382
H -1.067813 0.223603 3.828184
H 0.468697 -3.078766 3.953221
H 1.095402 -5.438546 3.704991
H 2.360487 -6.162641 1.686137
H 3.136317 -4.507556 0.073878
H 5.106985 -0.289875 0.289153
H 3.997941 -1.496443 2.824709
H 4.237988 0.187091 2.397883
H 6.204668 -1.816876 3.479621
H 6.024116 -0.108630 3.859337
H 8.111708 -0.465239 2.604849
H 7.002236 0.439413 1.588957
H 7.879903 -2.452544 1.386219
H 7.701673 -1.264841 0.109095
H 5.627392 -3.096229 1.336470
H 5.911417 -2.625083 -0.338686
H 2.760658 -2.178667 -2.203483
H 3.452267 -4.291095 -2.038676
H 4.670603 -4.004981 -0.804658
H 5.492660 -4.720336 -3.094080
H 6.298672 -3.306824 -2.434532
H 3.915207 -3.166731 -4.332325
H 5.586781 -3.036779 -4.869334
H 4.220790 -0.824817 -4.292727
H 5.913525 -0.937402 -3.877591
H 4.214121 -0.125977 -2.028749
H 5.565617 -1.165737 -1.622747
H 2.402826 -0.678000 4.643125
H 3.696567 0.979913 5.910033
H 3.866005 3.315550 5.049788
H 2.781533 3.927713 2.976495
H 3.481628 1.672024 0.505223
H 1.788102 2.375032 -1.872959
H 2.808256 0.976246 -1.530246
H 3.660499 3.698937 -2.592797
H 3.929217 2.116334 -3.304113
H 6.016771 2.908248 -2.286439
H 5.427263 1.511960 -1.402581
H 5.760134 4.327101 -0.463813
H 5.712515 2.844631 0.471361
H 3.370321 4.555114 -0.451251
H 3.833061 4.073041 1.175059
H -0.517694 3.874507 1.319991
H 1.959812 5.562996 1.552593
H 1.091309 4.817171 2.903290
H 0.460987 7.241557 2.201366
H -0.800178 6.122275 2.670781
H -1.016407 7.583856 0.423545
H -1.682644 5.961553 0.503342
H 1.116056 6.615280 -0.516289
H -0.270219 6.338668 -1.558926
H 1.316353 4.332395 -1.051553
H -0.417607 4.041434 -1.022082
C -2.643713 1.815218 1.996029
N -1.928879 1.970045 0.729353
C -2.858784 2.385392 -0.319477
C -2.297000 2.152701 -1.666383
N -1.656769 1.055660 -2.011056
C -1.629802 1.093408 -3.427508
C -1.325973 0.126483 -4.385832
C -1.474977 0.453394 -5.718951
C -1.927877 1.715597 -6.126515
C -2.317283 2.656458 -5.197521
C -2.181909 2.304290 -3.860881
N -2.596789 2.944492 -2.703557
C -3.067896 0.400901 2.130837
N -2.417571 -0.590522 1.581710
C -2.976849 -1.757995 2.108978
C -2.600260 -3.094422 1.962719
C -3.290274 -4.034386 2.702345
C -4.335103 -3.669899 3.566180
C -4.711570 -2.349649 3.723386
C -4.009664 -1.410314 2.978455
N -4.041106 -0.018004 2.958591
H -3.501175 2.488394 2.065984
H -1.973607 2.054232 2.824922
H -1.258250 2.715632 0.836650
H -3.161720 3.428586 -0.209767
H -3.757988 1.769756 -0.241450
H -1.052791 -0.880023 -4.112016
H -1.257490 -0.293563 -6.473625
H -2.019625 1.934410 -7.183188
H -2.740110 3.609826 -5.495621
H -3.091790 3.820828 -2.665065
H -1.761797 -3.385406 1.334828
H -3.008253 -5.078365 2.634624
H -4.837276 -4.436605 4.142427
H -5.495565 -2.057017 4.412453
H -4.681983 0.562880 3.478238
O -2.375836 -1.571442 -0.729125
C -2.633254 -2.407446 -1.879712
C -1.893102 -3.725308 -1.772142
C -0.424200 -3.488034 -1.429725
C 0.228653 -2.583431 -2.430431
C 0.564388 -3.038461 -3.698455
C 1.215815 -2.193963 -4.580801
C 1.528892 -0.905706 -4.166901
C 1.145111 -0.510867 -2.909569
N 0.487690 -1.318559 -2.056411
H -2.907384 -1.913052 0.000089
H -2.297659 -1.835020 -2.738593
H -3.704269 -2.567830 -1.981941
H -1.987078 -4.243014 -2.729878
H -2.343390 -4.366240 -1.010738
H 0.093775 -4.446993 -1.394727
H -0.329291 -3.037196 -0.439562
H 0.338238 -4.060590 -3.976810
H 1.493944 -2.535881 -5.570703
H 2.046719 -0.211382 -4.814822
H 1.352703 0.495141 -2.561128

Atoms 1-2, force components in eV/Å:
Hf -1.871 0.237 -0.667
C 0.097 -0.397 0.142

---

Question: Among the records above, which one has the lowest LUMO level?
Answer: C61H81HfN6OP2Si

---

Question: Which of these has the lowest net charge?
Answer: C61H78Ge2N9NaO3PS4